Entry 1:
22
Properties=species:S:1:pos:R:3:lowdin_charge:R:1 method="wB97M-V/def2-TZVPD" mol_weight_g_mol=142.2 e_lumo_ev=-2.693 homo_ev=-13.11 charge=+1
C -2.9778 2.6951 -0.3772 0.2087
C 4.3462 1.2266 0.0469 0.0410
C -0.8676 -0.7449 -0.8981 0.0250
C 1.6508 -0.5864 -0.3806 -0.0277
C -0.0452 -0.8375 1.3801 -0.0170
C 0.1103 1.2897 0.2092 -0.1368
N -2.0637 2.1329 0.0679 -0.1064
N -1.0980 1.7957 0.7077 0.0226
N 0.2331 -0.2870 0.0306 -0.3759
O 5.2861 1.8328 0.1401 0.0994
H -4.0179 2.6679 -0.4892 0.0804
H -1.1652 -1.7134 -0.6345 0.0690
H -1.7618 -0.0517 -0.7703 0.1169
H -0.3733 -0.8872 -1.9313 0.1336
H 1.5542 -0.7402 -1.5142 0.1162
H 2.4602 0.1781 -0.0699 0.0228
H 1.9034 -1.6148 0.0643 0.1285
H -0.3932 -1.9057 1.2412 0.1229
H 0.9999 -0.7960 1.9740 0.1574
H -0.7346 -0.0382 1.7460 0.0971
H 0.4827 1.5997 -0.7076 0.1195
H 0.8010 1.6306 0.8749 0.1030



Entry 2:
22
Properties=species:S:1:pos:R:3:lowdin_charge:R:1 method="wB97M-V/def2-TZVPD" mol_weight_g_mol=142.2 e_lumo_ev=-4.108 homo_ev=-13.48 charge=+1
C 1.3107 -0.9477 0.9330 -0.0313
C 1.6410 1.3991 -0.1053 -0.2314
C 2.3799 -0.8448 -0.0581 -0.0927
C 2.8651 0.6871 -0.0737 -0.0857
C -0.9342 -0.2088 0.0881 -0.2130
C -1.8836 -2.3390 -0.2888 0.0278
N 0.0776 -0.8265 0.5926 0.1503
N 0.7228 2.0621 -0.1398 0.2110
N -1.9567 2.0021 1.1504 0.0998
O -1.9108 -0.8700 -0.3488 0.0033
H 1.5948 -1.1893 1.8865 0.1253
H 3.2061 -1.4145 0.2928 0.1178
H 2.2185 -0.9754 -1.0688 0.1065
H 3.4457 0.7706 -0.9609 0.1282
H 3.3744 0.9272 0.8217 0.1223
H -1.5855 -2.5576 -1.2985 0.0942
H -2.7673 -2.9198 -0.0234 0.1067
H -1.0079 -2.6786 0.3763 0.1160
H -2.6649 1.4258 1.4434 0.0443
H -1.0967 0.9111 0.5407 0.0820
H -1.5245 2.5387 1.8344 0.0501
H -1.9836 2.5598 0.3319 0.0689



Entry 3:
24
Properties=species:S:1:pos:R:3:lowdin_charge:R:1 method="wB97M-V/def2-TZVPD" mol_weight_g_mol=189.2 e_lumo_ev="-1.521 / -0.754" homo_ev="-7.63 / -9.64"
C 1.4216 1.1715 1.5831 -0.1470
C 1.6559 0.3561 0.4674 -0.4280
C -1.3311 1.3170 -0.9486 -0.0596
C -2.7113 -0.8588 -0.7855 -0.0760
C 1.7392 -2.7359 0.9466 -0.1589
C -2.0477 0.3073 0.0251 -0.6169
N 1.7100 2.4220 1.2536 0.0704
N 1.9501 1.1938 -0.5362 0.0451
N 2.0416 2.3823 -0.0604 -0.0278
O 1.7205 -1.4380 -1.5011 -0.3421
O -1.2377 -0.1123 0.9427 -0.0548
P 1.3052 -1.2406 -0.1314 0.8087
H 1.1208 0.7378 2.5889 0.1364
H -0.6353 0.7353 -1.5695 0.0623
H -2.1267 1.7919 -1.5950 0.0960
H -0.6210 1.9761 -0.5160 0.0344
H -1.9919 -1.5030 -1.4514 0.0983
H -3.2922 -0.4280 -1.6698 0.0797
H -3.3161 -1.5261 -0.1235 0.0743
H 1.8173 -3.5130 0.2162 0.0287
H 2.6707 -2.4680 1.4560 0.0448
H 0.8142 -2.7252 1.5610 0.0427
H -2.8456 0.9955 0.4333 0.1661
H 2.1895 3.1622 -0.5855 0.1230



Entry 4:
26
Properties=species:S:1:pos:R:3:lowdin_charge:R:1 method="wB97M-V/def2-TZVPD" mol_weight_g_mol=253.3 e_lumo_ev=0.532 homo_ev=-8.59
C 0.0392 -0.3680 -3.7048 -0.8420
C 0.6391 0.9233 0.2947 -0.8662
C -1.3816 1.6650 -1.1059 -0.1297
C -1.3168 2.5421 0.0912 -0.0811
C -0.9205 -1.1807 2.9121 -0.0879
C 0.0690 -2.2649 2.5079 -0.2327
N -0.2224 1.7233 -0.2923 -0.0865
N 1.3551 -0.1962 -3.6020 0.0029
N 0.9981 -0.2544 -0.2143 -0.0735
O 3.4307 -1.0528 0.8638 -0.2697
O 1.3435 -1.8603 1.9891 -0.2661
P 2.0418 -0.7874 1.0538 0.4158
S -0.9390 0.8090 -4.1447 0.6423
S 1.4148 1.3005 1.7851 0.7569
H -0.3973 -1.3301 -3.3737 0.0730
H -1.9089 0.7436 -1.1876 0.1072
H -1.4597 2.0977 -2.0348 0.0062
H -1.0684 3.6771 0.1155 0.1516
H -1.8344 2.1419 0.9698 0.1107
H -0.3970 -0.1706 2.9778 0.0395
H -1.7326 -0.8190 2.2080 0.0958
H -1.3257 -1.3680 3.8219 0.0254
H -0.3104 -2.8694 1.6014 0.1420
H 0.3170 -2.9428 3.3452 0.1247
H 1.6196 0.8436 -3.4331 0.1436
H 1.9468 -1.0022 -3.4441 0.0980



Energy relative to the best compared isomer or geometry (same formula, charge and spin)
In order: 160.69; 116.16; 46.07; 0.51
Unit: kcal per mole